The following is a quantum chemistry calculation of a 2-piece molecular cluster, C2H8NO2P overall, from the OMol25 dataset.

Computed properties:
- Highest occupied orbital energy (spin up / spin down): -7.836 / -7.837 eV
- Orbital gap (spin up / spin down): 7.49 / 7.49 eV

```
! wB97M-V def2-TZVPD RIJCOSX def2/J DEFGRID3
* xyz 0 1
P 1.08 -0.45 -0.35
O 1.70 0.66 -1.16
O 2.02 1.84 1.75
N -1.14 -1.02 0.75
C -0.65 -0.31 -0.29
C -1.55 -0.25 -1.48
H 2.20 1.56 0.80
H -2.08 -1.42 0.69
H -1.16 -0.93 -2.24
H -0.41 -1.21 1.43
H 1.20 -0.20 0.97
H -1.55 0.67 -1.94
H -2.54 -0.53 -1.01
H 2.89 1.60 2.08
*
```

---

The following is a quantum chemistry calculation of the molecule C2H8NO2P, from the OMol25 dataset.

Computed properties:
- Highest occupied orbital energy: -10.565 eV
- Orbital gap: 11.44 eV

```
! wB97M-V def2-TZVPD RIJCOSX def2/J DEFGRID3
* xyz 0 1
P 1.64 -0.06 0.32
O 0.35 -0.41 -0.59
O 2.70 -1.02 0.08
N 1.79 1.56 -0.02
C -1.02 -0.01 -0.54
C -1.92 -0.97 0.18
H -0.92 0.89 -0.08
H 1.33 1.73 -0.97
H -1.86 -2.08 -0.02
H -2.99 -0.64 0.06
H 2.75 2.04 0.05
H 1.23 -0.04 1.71
H -1.24 0.06 -1.56
H -1.85 -1.03 1.38
*
```

---

The following is a quantum chemistry calculation of the molecule C2H8NO2P, from the OMol25 dataset.

Computed properties:
- Highest occupied orbital energy (spin up / spin down): -4.246 / -10.377 eV
- Orbital gap (spin up / spin down): 4.94 / 8.23 eV
- <S²>: 2.01

```
! wB97M-V def2-TZVPD RIJCOSX def2/J DEFGRID3
* xyz 0 3
P -0.09 -0.35 -0.41
O 1.14 -0.32 0.72
O 0.42 -0.70 -1.76
N 2.41 0.20 0.28
C -1.14 -1.56 0.37
C -0.90 1.45 -0.31
H 2.86 0.79 0.94
H -0.65 -1.82 1.37
H 2.16 0.72 -0.61
H -1.98 1.43 -0.26
H -0.52 1.90 0.61
H -0.58 1.95 -1.16
H -0.99 -2.50 -0.16
H -2.15 -1.18 0.38
*
```

---

The following is a quantum chemistry calculation of C2H8NO2P as an isolated structure, from the OMol25 dataset.

Computed properties:
- Highest occupied orbital energy (spin up / spin down): -5.053 / -10.694 eV
- Orbital gap (spin up / spin down): 5.62 / 8.43 eV
- <S²>: 2.01

```
! wB97M-V def2-TZVPD RIJCOSX def2/J DEFGRID3
* xyz 0 3
P 1.57 -0.17 -0.26
O 1.86 1.35 -0.25
O 2.77 -0.89 0.34
N -1.15 1.22 0.46
C -0.60 -0.14 0.63
C -1.24 -1.12 -0.23
H 1.11 -0.51 -1.66
H -0.67 -1.11 -1.24
H 2.12 1.47 0.71
H -2.30 -0.81 -0.40
H -1.43 1.28 -0.53
H -0.45 1.91 0.65
H -0.48 -0.30 1.70
H -1.10 -2.18 0.10
*
```

---

The following is a quantum chemistry calculation of the molecule C2H8NO2PS, from the OMol25 dataset.

Computed properties:
- Highest occupied orbital energy: -9.321 eV
- Orbital gap: 9.67 eV

```
! wB97M-V def2-TZVPD RIJCOSX def2/J DEFGRID3
* xyz 0 1
S 1.59 -2.96 0.28
P 0.10 -1.73 0.40
O -0.52 -0.95 2.24
O -1.29 -2.48 0.17
N 0.19 -0.33 -0.57
C 1.52 0.24 -0.81
C -0.91 0.61 -0.43
H 2.19 -0.63 -1.05
H -0.29 -1.67 2.91
H -0.69 1.29 -1.26
H -1.81 -0.02 -0.51
H 1.79 0.78 0.10
H 1.24 1.06 -1.49
H -1.90 -2.60 0.93
H -1.02 0.94 0.53
*
```

---

The following is a quantum chemistry calculation of a 2-piece molecular cluster, C2H8NO4 overall, from the OMol25 dataset.

Computed properties:
- Highest occupied orbital energy: -15.202 eV
- Orbital gap: 12.12 eV

```
! wB97M-V def2-TZVPD RIJCOSX def2/J DEFGRID3
* xyz 1 1
O -0.34 -0.36 -1.48
O -0.22 -2.82 0.86
O -0.02 -2.52 -1.83
O -0.29 -1.52 0.30
N -0.11 1.91 -0.29
C 0.44 1.91 1.04
C -0.20 -1.48 -1.05
H 0.62 2.84 1.53
H 1.37 1.49 0.96
H -0.12 0.92 -0.75
H -0.33 -2.64 1.76
H -1.13 2.11 -0.37
H 0.11 -3.48 -1.41
H 0.35 2.47 -1.00
H -0.12 1.17 1.74
*
```

---

The following is a quantum chemistry calculation of the molecule C2H8NO4PS2, from the OMol25 dataset.

Computed properties:
- Highest occupied orbital energy: -9.108 eV
- Orbital gap: 9.43 eV

```
! wB97M-V def2-TZVPD RIJCOSX def2/J DEFGRID3
* xyz 0 1
S 2.04 -1.90 -0.30
S -0.58 0.92 0.16
P 2.17 0.14 -0.21
O -1.32 1.75 1.05
O 3.54 0.57 0.36
O 2.04 0.80 -1.65
O -0.50 1.23 -1.26
N 1.16 1.14 0.73
C -2.81 -0.73 -0.01
C -1.23 -0.81 0.31
H 1.25 0.73 1.70
H 4.15 -0.09 0.68
H -0.80 -1.44 1.14
H -0.76 -1.13 -0.57
H -3.39 -0.64 0.96
H -3.01 0.25 -0.52
H -3.07 -1.54 -0.71
H 1.10 0.75 -1.86
*
```

---

The following is a quantum chemistry calculation of the molecule C2H8NOP, from the OMol25 dataset.

Computed properties:
- Highest occupied orbital energy: -9.594 eV
- Orbital gap: 10.71 eV

```
! wB97M-V def2-TZVPD RIJCOSX def2/J DEFGRID3
* xyz 0 1
P -0.53 -2.16 1.90
O -0.48 -0.10 0.06
N -0.37 -1.72 0.26
C 0.63 0.46 -0.58
C -0.02 1.74 -1.13
H -0.92 -0.98 2.51
H -0.29 2.42 -0.35
H -0.78 1.51 -1.80
H -1.18 -1.85 -0.33
H 1.33 0.55 0.17
H 1.01 -0.36 -1.35
H 0.82 -1.82 2.31
H 0.77 2.30 -1.66
*
```

---

The energy relative to the best compared isomer or geometry (same formula, charge and spin) results, record by record, are as follows: 84.2; 22.6; 64.1; 30.6; 66.3; 75.0; 0.0; 100.2 kcal per mole.